Entry 1:
DFT (ωB97M-V/def2-TZVPD) results for a cluster of 12 separate species, C24H36N12 in total at a distorted geometry.

Geometry as XYZ:
```
72
Properties=species:S:1:pos:R:3:forces:R:3:lowdin_charge:R:1
C 2.544 4.956 -1.405 0.20 0.82 -0.12 -0.071
C 3.622 5.942 -1.116 0.55 -0.18 0.06 -0.271
N 4.455 6.704 -0.863 -0.94 -0.79 -0.29 0.114
H 1.618 5.521 -1.304 -0.19 -0.33 0.19 0.077
H 2.572 4.088 -0.746 0.04 0.29 0.14 0.073
H 2.565 4.588 -2.431 0.33 0.17 0.01 0.077
C -3.954 -0.450 2.966 0.39 0.76 0.14 -0.093
C -4.762 0.770 3.035 -1.02 1.21 0.34 -0.278
N -5.392 1.741 3.135 0.99 -1.40 -0.29 0.123
H -4.213 -1.030 2.080 -0.01 -0.16 0.31 0.078
H -3.987 -0.967 3.925 -0.40 -0.27 -0.26 0.070
H -2.919 -0.112 2.914 0.09 -0.10 -0.28 0.048
C -0.801 -4.007 1.555 0.06 0.34 0.13 -0.068
C -1.738 -5.017 1.097 3.52 5.12 1.91 -0.309
N -2.289 -5.879 0.688 -3.72 -5.15 -2.36 0.147
H -1.274 -3.159 2.048 -0.13 -0.33 0.31 0.070
H -0.264 -3.550 0.724 0.08 -0.39 -0.13 0.072
H -0.122 -4.548 2.214 0.19 0.48 0.12 0.085
C 1.526 0.485 -5.529 0.89 -0.79 0.77 -0.104
C 1.304 0.945 -6.862 -0.35 -0.83 3.37 -0.327
N 1.147 1.276 -7.916 -0.48 1.37 -4.21 0.132
H 0.999 -0.444 -5.313 -0.13 0.15 -0.22 0.061
H 1.308 1.191 -4.728 -0.03 0.16 -0.35 0.083
H 2.594 0.265 -5.536 0.02 -0.07 0.59 0.035
C -0.527 -0.283 7.570 0.11 -0.04 1.08 -0.085
C -1.374 0.056 6.427 -3.49 1.20 -4.87 -0.214
N -2.075 0.366 5.486 3.97 -1.73 5.22 0.122
H 0.542 -0.375 7.377 -0.09 0.50 -0.48 0.044
H -0.745 -1.193 8.129 -0.67 -0.40 -0.72 0.083
H -0.697 0.446 8.362 0.24 0.49 -0.25 0.086
C 3.035 1.580 4.351 0.03 0.60 0.68 -0.070
C 2.881 0.997 5.700 0.15 -1.04 2.82 -0.242
N 2.815 0.572 6.798 0.04 1.26 -3.47 0.118
H 3.834 1.101 3.785 -0.50 -0.40 -0.10 0.080
H 3.362 2.615 4.450 0.05 0.08 0.32 0.079
H 2.061 1.662 3.869 0.20 -0.54 -0.27 0.075
C 0.209 0.247 0.086 -0.55 -0.53 0.21 -0.057
C -0.860 -0.521 -0.514 0.33 0.69 -0.53 -0.300
N -1.720 -1.086 -1.000 -0.98 -0.79 -0.35 0.148
H 1.152 -0.161 -0.278 0.11 0.29 0.34 0.085
H 0.007 0.022 1.133 0.87 0.43 0.36 0.080
H 0.062 1.306 -0.125 0.13 -0.09 0.01 0.058
C -5.106 -3.757 -1.628 -0.74 0.91 0.46 -0.086
C -5.245 -5.078 -2.148 0.39 -4.18 -1.57 -0.293
N -5.303 -6.169 -2.581 -0.01 3.03 1.17 0.126
H -5.968 -3.598 -0.980 0.00 0.20 0.15 0.083
H -5.206 -3.049 -2.450 0.32 0.13 0.10 0.079
H -4.209 -3.602 -1.029 0.09 -0.11 -0.33 0.072
C -3.573 0.293 -3.539 -0.61 0.95 -0.57 -0.087
C -2.495 -0.014 -4.473 3.36 -1.41 -1.34 -0.245
N -1.583 -0.276 -5.175 -3.07 0.93 2.13 0.141
H -3.379 1.246 -3.045 0.25 -0.01 0.02 0.077
H -3.846 -0.416 -2.758 0.51 -0.35 -0.43 0.058
H -4.420 0.489 -4.197 -0.40 -0.11 0.25 0.079
C 4.503 -3.640 0.494 0.03 0.76 -0.71 -0.067
C 3.853 -2.714 1.423 -0.12 -0.54 -0.22 -0.281
N 3.228 -2.035 2.103 0.06 0.24 0.15 0.116
H 5.590 -3.603 0.567 -0.11 -0.48 0.52 0.083
H 4.342 -3.250 -0.511 -0.28 0.05 -0.10 0.082
H 4.040 -4.627 0.513 0.38 0.02 0.34 0.087
C -2.896 4.016 1.930 -0.35 0.61 1.57 -0.078
C -2.419 3.472 0.741 1.13 -0.72 -3.85 -0.314
N -1.989 3.089 -0.263 -0.33 0.09 1.04 0.137
H -2.425 3.355 2.658 -0.62 0.33 0.83 0.092
H -3.986 4.038 1.944 0.09 -0.34 0.36 0.087
H -2.534 5.037 2.044 0.09 -0.06 0.11 0.096
C 6.026 0.750 -6.021 0.29 0.22 -0.71 -0.072
C 5.168 0.631 -4.846 -0.93 -1.05 1.81 -0.265
N 4.524 0.419 -3.895 1.32 0.68 -1.98 0.125
H 5.507 1.221 -6.856 -0.13 0.34 0.24 0.084
H 6.363 -0.192 -6.453 -0.25 -0.36 0.56 0.085
H 6.939 1.304 -5.803 -0.21 0.19 0.14 0.083
```
Forces are in eV/Å.

## Properties
HOMO-LUMO gap = 10.897 eV
LUMO energy = -0.263 eV
total charge = 0
E_HOMO = -0.4101 hartree



Entry 2:
DFT (ωB97M-V/def2-TZVPD) results for a structure of composition C24H36P2PtSi at a distorted geometry.

Geometry as XYZ:
```
64
Properties=species:S:1:pos:R:3:forces:R:3:mulliken_spin:R:1
C 0.199 0.178 4.698 -0.24 1.01 0.93 0.392
C 0.854 -0.750 3.866 0.89 -1.09 -0.55 0.438
C 1.367 -0.077 2.710 -0.01 1.21 0.78 0.323
H 1.041 -1.797 4.106 -0.18 0.34 -0.10 0.004
C 1.065 1.357 2.892 0.15 -0.83 1.01 0.200
C 0.213 1.463 4.068 1.26 -0.35 -0.36 0.337
H -0.113 2.395 4.502 -0.02 -0.06 -0.02 0.031
H -0.154 -0.004 5.713 0.01 -0.07 -0.37 0.006
H 2.079 -0.469 1.987 -0.39 -0.02 0.11 0.026
H 1.505 2.189 2.356 0.14 -0.14 0.21 0.024
Pt -0.776 0.754 1.935 0.47 -1.02 0.22 0.909
C 0.280 1.299 0.158 0.36 1.20 -0.70 0.488
H 0.852 2.211 0.352 -0.12 0.00 -0.03 0.013
H -0.343 1.458 -0.725 0.07 -0.18 0.22 0.019
H 0.992 0.476 -0.014 -0.36 -0.03 0.35 0.015
Si 1.109 -0.357 -2.974 0.62 -0.47 -0.33 0.007
C 1.377 -2.188 -3.189 -0.41 0.01 -0.28 0.006
C 2.190 -2.876 -2.271 -0.14 -0.32 -0.18 0.003
H 2.689 -2.330 -1.459 -0.16 -0.23 -0.31 0.000
C 2.380 -4.256 -2.404 0.01 0.36 0.06 -0.002
H 3.026 -4.783 -1.701 -0.19 0.09 -0.18 0.000
C 1.765 -4.948 -3.448 -0.16 0.18 -0.25 0.006
H 1.916 -6.025 -3.556 -0.04 0.37 0.04 0.000
C 0.970 -4.262 -4.376 0.09 0.20 0.16 0.000
H 0.517 -4.795 -5.208 0.07 0.05 0.17 0.000
C 0.772 -2.881 -4.245 0.22 -0.44 0.14 0.001
H 0.165 -2.326 -4.969 0.18 -0.36 0.22 0.000
C 2.771 0.458 -3.089 0.10 0.38 -0.12 0.004
C 3.846 -0.139 -3.771 0.17 0.17 0.17 0.002
H 3.705 -1.080 -4.315 0.04 0.32 0.28 0.000
C 5.111 0.460 -3.756 -0.18 0.11 0.09 0.000
H 5.945 -0.012 -4.279 -0.26 0.13 0.16 0.000
C 5.310 1.662 -3.068 -0.25 -0.03 0.04 0.001
H 6.305 2.116 -3.027 -0.43 -0.18 -0.06 0.000
C 4.228 2.292 -2.437 -0.10 -0.22 -0.11 0.007
H 4.374 3.242 -1.927 0.00 -0.16 -0.12 0.000
C 2.959 1.698 -2.464 0.66 -0.04 -0.02 0.005
H 2.109 2.200 -1.993 0.27 -0.06 -0.06 -0.006
H 0.621 -0.295 -1.586 0.18 0.26 -0.10 0.019
H 0.059 0.309 -3.796 0.05 -0.28 0.01 0.002
C -1.618 -1.203 -0.617 -0.04 -0.14 -0.30 0.040
P -2.422 -0.103 0.592 -1.63 -0.54 -0.52 0.201
C -3.982 -1.021 0.965 0.19 -0.51 -0.21 0.042
C -3.133 1.550 0.136 0.31 -0.55 -0.78 0.002
C -3.577 2.294 1.401 -0.40 0.47 0.56 -0.001
P -2.644 1.726 2.897 -1.54 0.72 0.33 0.351
C -2.717 3.048 4.131 0.15 0.48 0.24 0.027
C -3.691 0.487 3.737 0.05 -0.30 0.29 0.014
H -1.830 -0.934 -1.659 0.02 -0.06 0.20 0.009
H -2.021 -2.209 -0.422 0.06 0.34 -0.09 0.002
H -0.528 -1.244 -0.474 -0.58 0.10 -0.06 -0.014
H -4.733 -0.451 1.527 0.37 -0.20 -0.27 0.001
H -4.448 -1.345 0.015 0.33 0.26 0.24 0.014
H -3.684 -1.936 1.497 -0.37 0.23 0.01 -0.005
H -2.314 2.086 -0.343 -0.26 0.17 -0.13 0.004
H -3.947 1.406 -0.582 0.10 0.22 0.11 -0.002
H -3.380 3.383 1.317 -0.06 -0.59 -0.08 -0.001
H -4.663 2.207 1.609 0.52 -0.10 -0.19 0.011
H -3.758 3.365 4.279 0.18 -0.17 -0.04 0.015
H -2.318 2.707 5.100 -0.22 -0.01 -0.35 0.003
H -2.147 3.925 3.825 0.02 0.00 -0.08 -0.002
H -4.705 0.909 3.893 0.56 -0.15 0.00 0.006
H -3.777 -0.439 3.167 0.08 0.28 0.34 0.008
H -3.242 0.228 4.713 -0.24 0.24 -0.32 -0.004
```
Forces are in eV/Å.

## Properties
HOMO-LUMO gap (alpha / beta) = 7.678 / 2.722 eV
LUMO energy (alpha / beta) = -5.122 / -10.368 eV
total charge = +2
E_HOMO (alpha / beta) = -0.4704 / -0.4811 hartree
multiplicity = 5



Entry 3:
DFT (ωB97M-V/def2-TZVPD) results for a structure of composition C24H36P2RuSi at a distorted geometry.

Geometry as XYZ:
```
64
Properties=species:S:1:pos:R:3:forces:R:3:mulliken_spin:R:1
C 0.747 -1.976 0.316 0.47 -0.24 -0.50 0.417
C 2.017 -1.460 -0.009 -0.12 -0.13 0.03 -0.048
C 2.551 -0.794 1.107 -0.11 -1.44 0.13 0.378
H 2.536 -1.631 -0.956 -0.24 0.15 0.40 0.008
C 1.637 -1.007 2.235 0.06 -0.82 0.09 -0.055
C 0.411 -1.652 1.684 1.43 -0.67 0.15 0.000
H -0.365 -2.213 2.207 0.61 -0.16 -0.18 0.005
H 0.151 -2.652 -0.292 0.10 0.28 -0.06 -0.010
H 3.581 -0.442 1.190 -0.48 0.13 0.06 0.002
H 1.996 -1.120 3.266 -0.04 0.02 -0.69 0.019
Ru 0.103 0.403 2.156 -0.74 1.20 0.00 2.173
C 0.345 1.190 -0.174 1.29 -0.06 -3.29 0.078
H 1.266 1.683 0.148 -0.19 -0.25 0.09 0.025
H 0.117 0.184 0.227 0.02 0.30 -0.66 -0.015
H -0.439 1.912 -0.409 -0.12 -0.40 0.38 -0.026
Si 0.836 0.450 -2.356 -1.89 0.88 1.62 0.042
C -0.691 0.416 -3.493 0.02 0.27 -0.03 0.022
C -0.790 -0.843 -4.122 0.18 -0.10 -0.15 0.006
H -0.001 -1.593 -4.025 -0.31 0.25 0.22 -0.002
C -1.853 -1.171 -4.951 -0.13 0.41 -0.03 0.001
H -1.898 -2.162 -5.394 -0.03 0.24 -0.02 0.001
C -2.840 -0.220 -5.198 -0.02 -0.12 0.33 0.001
H -3.667 -0.481 -5.847 -0.02 0.11 0.00 0.000
C -2.795 1.037 -4.585 0.51 -0.17 0.24 0.002
H -3.605 1.746 -4.767 0.38 -0.11 0.06 0.000
C -1.720 1.365 -3.740 0.03 -0.15 -0.15 0.003
H -1.686 2.379 -3.326 0.05 -0.48 0.00 0.001
C 2.487 1.189 -2.858 0.25 0.49 0.71 0.259
C 2.933 0.874 -4.163 1.25 -0.35 -1.07 0.175
H 2.202 0.825 -4.978 0.38 -0.06 0.23 0.006
C 4.271 0.516 -4.357 -1.42 0.09 -0.58 0.011
H 4.582 0.134 -5.326 0.01 0.18 0.16 0.003
C 5.190 0.616 -3.306 -0.04 -0.44 -0.34 0.234
H 6.217 0.301 -3.452 -0.01 0.18 -0.08 0.002
C 4.781 1.086 -2.056 -1.26 0.68 1.45 0.067
H 5.491 1.159 -1.224 -0.25 0.01 -0.43 0.005
C 3.442 1.433 -1.839 1.45 0.10 0.22 0.098
H 3.137 1.824 -0.862 0.12 -0.30 -0.45 0.005
H 1.306 1.162 2.874 0.90 0.71 0.39 0.134
H 1.339 -0.842 -2.822 0.25 -0.63 0.74 0.044
C -0.157 0.849 5.314 -0.34 0.49 0.26 0.022
P -0.683 -0.406 4.128 -0.56 0.08 0.30 -0.037
C -0.062 -1.978 4.771 0.12 -0.37 0.13 0.003
C -2.544 -0.559 4.094 0.05 -0.03 0.17 -0.013
C -3.066 -0.721 2.659 -0.24 0.10 -0.36 -0.006
P -2.075 0.377 1.524 -1.51 -0.64 0.65 -0.087
C -2.399 -0.211 -0.169 -0.41 0.05 -0.20 0.001
C -2.882 1.983 1.778 -0.45 -0.04 -0.35 0.000
H 0.664 0.424 5.910 -0.38 0.37 -0.03 -0.001
H -1.019 1.184 5.920 0.57 -0.20 0.03 0.007
H 0.215 1.691 4.717 -0.10 -0.14 0.49 0.016
H -0.888 -2.654 5.027 0.25 0.22 0.01 0.000
H 0.573 -2.479 4.038 -0.07 -0.03 0.17 0.000
H 0.544 -1.766 5.661 -0.22 -0.19 -0.16 0.000
H -2.841 -1.425 4.705 0.11 0.36 -0.07 0.001
H -2.967 0.343 4.573 0.21 -0.34 -0.23 -0.003
H -3.060 -1.770 2.311 0.35 0.42 0.16 0.000
H -4.122 -0.417 2.593 0.26 -0.04 0.08 0.002
H -3.304 -0.830 -0.207 0.11 0.26 -0.01 -0.001
H -2.529 0.661 -0.821 0.00 -0.31 -0.04 0.004
H -1.560 -0.824 -0.531 -0.28 0.23 0.14 0.006
H -2.838 2.263 2.840 0.22 -0.01 -0.38 0.013
H -2.385 2.726 1.145 -0.14 0.04 0.32 0.000
H -3.941 1.915 1.501 0.11 0.12 -0.06 -0.001
```
Forces are in eV/Å.

## Properties
HOMO-LUMO gap (alpha / beta) = 5.922 / 4.135 eV
LUMO energy (alpha / beta) = -6.116 / -9.887 eV
total charge = +2
E_HOMO (alpha / beta) = -0.4424 / -0.5153 hartree
multiplicity = 5



Quick rundown of energy relative to the best compared isomer or geometry (same formula, charge and spin), same order as above: 263.1 100.2 144.4 kJ/mol